1.
Molecular formula: C47H105BF4N5O
Method: DFT, ωB97M-V with the def2-TZVPD basis set

Summary:
**Relative energy (zero: lowest compared OMol25 entry of this formula, charge and spin)**: 97.9 kcal/mol
**HOMO level**: -11.716 eV
**Net charge**: +3
**Electronic energy**: -2626.26473 a.u.

Cartesian coordinates (Å):
C (3.3028, 27.3075, 16.3264)
C (3.9233, 25.9162, 16.4828)
O (2.9784, 24.8557, 16.6249)
H (2.2989, 27.2968, 15.9020)
H (4.0859, 27.9096, 15.8657)
H (3.1841, 27.6338, 17.3596)
H (4.7001, 25.9511, 17.2466)
H (4.5554, 25.6964, 15.6225)
C (4.2290, 30.3287, 19.5460)
C (3.8147, 29.3592, 20.5997)
C (4.2942, 27.9331, 20.2894)
N (3.9266, 26.8404, 21.3604)
C (4.5070, 27.1519, 22.7745)
C (6.0416, 27.3270, 22.6091)
C (6.6032, 25.9272, 22.0368)
C (5.9552, 25.3944, 20.7412)
C (4.4003, 25.4522, 20.9438)
C (2.4178, 26.6201, 21.4346)
H (4.0971, 29.9010, 18.5521)
H (5.2427, 30.7111, 19.6659)
H (3.7033, 31.2828, 19.5826)
H (2.7512, 29.3380, 20.8376)
H (4.3744, 29.6944, 21.4730)
H (5.3479, 28.0170, 20.0233)
H (3.7569, 27.6908, 19.3725)
H (3.9565, 27.9559, 23.2629)
H (4.2470, 26.3658, 23.4834)
H (6.3792, 28.1730, 22.0104)
H (6.5115, 27.5389, 23.5695)
H (7.6897, 26.0033, 22.0793)
H (6.3716, 25.0850, 22.6889)
H (6.3373, 25.9516, 19.8859)
H (6.3275, 24.3705, 20.7062)
H (3.8655, 25.1630, 20.0392)
H (4.1025, 24.7522, 21.7245)
H (2.0803, 26.0709, 22.3136)
H (2.1136, 26.0340, 20.5674)
H (2.0328, 27.6366, 21.3528)
C (3.0288, 22.3046, 19.2198)
C (4.3889, 21.7924, 18.6409)
C (4.1747, 21.1690, 17.2634)
N (5.3438, 20.3302, 16.6879)
C (5.7424, 19.1595, 17.5886)
C (6.5253, 18.0660, 16.8823)
C (5.7735, 17.4866, 15.6628)
C (5.6602, 18.6675, 14.6379)
C (4.8017, 19.8330, 15.2296)
C (6.5969, 21.2463, 16.4556)
H (3.0436, 22.6476, 20.2543)
H (2.2303, 21.5659, 19.1504)
H (2.6472, 23.1052, 18.5862)
H (4.8666, 21.0330, 19.2600)
H (5.1513, 22.5702, 18.6845)
H (4.1643, 22.0128, 16.5735)
H (3.1827, 20.7575, 17.0769)
H (4.7690, 18.8810, 17.9924)
H (6.3305, 19.5997, 18.3939)
H (6.7108, 17.1768, 17.4849)
H (7.5228, 18.3795, 16.5743)
H (4.8864, 16.9287, 15.9628)
H (6.4261, 16.7321, 15.2236)
H (5.3118, 18.3157, 13.6668)
H (6.6410, 19.0607, 14.3706)
H (3.7791, 19.4934, 15.3941)
H (4.7714, 20.7172, 14.5928)
H (6.2475, 21.9584, 15.7081)
H (7.2427, 20.5425, 15.9305)
H (6.9988, 21.5989, 17.4055)
C (7.3319, 29.9132, 17.0180)
C (7.4472, 28.5702, 16.2272)
C (8.7845, 27.8136, 16.6295)
N (9.0575, 26.4500, 15.8774)
C (10.2768, 25.7162, 16.4376)
C (9.9315, 25.1318, 17.7759)
C (8.6313, 24.2482, 17.8735)
C (7.4546, 24.9425, 17.2272)
C (7.8048, 25.5237, 15.8527)
C (9.4686, 26.7252, 14.3999)
H (6.3123, 30.2660, 17.1732)
H (7.8415, 30.6510, 16.3982)
H (7.7181, 29.9608, 18.0361)
H (7.2036, 28.7642, 15.1826)
H (6.5899, 28.0270, 16.6248)
H (8.7812, 27.6310, 17.7041)
H (9.7372, 28.3262, 16.4972)
H (11.1430, 26.3776, 16.4513)
H (10.6998, 24.9876, 15.7460)
H (9.8431, 25.8552, 18.5865)
H (10.6198, 24.3658, 18.1330)
H (8.3687, 23.8991, 18.8722)
H (8.8248, 23.3258, 17.3259)
H (7.3080, 25.7636, 17.9288)
H (6.6080, 24.2591, 17.1604)
H (7.0365, 26.1014, 15.3388)
H (8.0350, 24.7534, 15.1167)
H (10.4094, 27.2550, 14.2498)
H (8.7142, 27.4224, 14.0352)
H (9.5053, 25.8701, 13.7249)
C (0.8690, 27.5745, 13.3898)
C (1.3023, 26.8375, 12.1097)
C (2.8039, 26.4969, 12.1873)
N (3.2176, 25.2421, 11.3470)
C (2.6513, 23.9797, 11.9232)
C (3.3280, 23.5948, 13.2582)
C (4.8582, 23.6551, 13.2863)
C (5.3759, 24.9548, 12.7183)
C (4.7553, 25.3142, 11.3505)
C (2.8169, 25.4253, 9.8949)
H (1.3358, 28.5584, 13.4372)
H (1.0916, 26.9996, 14.2888)
H (-0.1884, 27.8347, 13.4389)
H (1.1274, 27.5554, 11.3083)
H (0.6063, 26.0432, 11.8396)
H (3.0582, 26.1849, 13.2002)
H (3.4156, 27.3686, 11.9552)
H (1.6183, 24.1702, 12.2141)
H (2.7937, 23.2439, 11.1317)
H (2.9107, 24.2114, 14.0542)
H (3.0412, 22.6052, 13.6141)
H (5.0781, 23.6223, 14.3534)
H (5.0577, 22.7425, 12.7246)
H (5.1931, 25.7835, 13.4023)
H (6.4535, 24.8694, 12.5784)
H (5.1284, 26.2442, 10.9216)
H (5.1190, 24.5722, 10.6397)
H (3.2327, 26.2641, 9.3365)
H (1.7277, 25.4632, 9.8806)
H (3.1456, 24.5818, 9.2878)
C (-0.1192, 29.8873, 15.5727)
C (-1.3211, 30.7329, 15.8667)
C (-2.3667, 30.1357, 16.8074)
N (-3.6276, 31.0110, 16.9373)
C (-4.5211, 30.3429, 18.0394)
C (-5.9590, 30.8856, 18.1981)
C (-6.7290, 31.0548, 16.8428)
C (-5.8468, 31.8707, 15.9058)
C (-4.4650, 31.2478, 15.6102)
C (-3.1312, 32.3614, 17.6089)
H (-0.4637, 28.9352, 15.1691)
H (0.6018, 29.7055, 16.3698)
H (0.4784, 30.1634, 14.7039)
H (-1.8800, 30.9679, 14.9609)
H (-1.0248, 31.7020, 16.2681)
H (-1.9850, 29.9546, 17.8122)
H (-2.7414, 29.2375, 16.3165)
H (-4.6024, 29.2898, 17.7701)
H (-4.0112, 30.1468, 18.9826)
H (-6.5621, 30.2698, 18.8654)
H (-5.8168, 31.8313, 18.7210)
H (-6.9650, 30.1390, 16.3008)
H (-7.6731, 31.5678, 17.0263)
H (-6.3514, 32.0772, 14.9619)
H (-5.7325, 32.9009, 16.2431)
H (-4.4707, 30.3258, 15.0288)
H (-3.8061, 31.8527, 14.9873)
H (-2.3060, 32.0964, 18.2698)
H (-3.9535, 32.9087, 18.0699)
H (-2.7508, 32.9670, 16.7863)
B (5.8249, 29.4129, 12.5228)
F (4.6975, 28.9630, 13.2190)
F (5.5258, 30.2077, 11.4893)
F (6.5821, 30.0822, 13.4650)
F (6.5255, 28.3405, 12.0351)

These are the Mulliken partial charges, in e, on atoms 1 to 99:
1. C -0.605
2. C 3.023
3. O -1.024
4. H -0.092
5. H 0.379
6. H -0.165
7. H -1.001
8. H -1.492
9. C -1.255
10. C -0.389
11. C -0.564
12. N 0.486
13. C -0.768
14. C -0.584
15. C -1.203
16. C 0.873
17. C -1.133
18. C -0.833
19. H 0.127
20. H 0.385
21. H 0.467
22. H 0.334
23. H 0.183
24. H 0.365
25. H 0.360
26. H 0.433
27. H 0.492
28. H 0.284
29. H 0.516
30. H 0.370
31. H 0.403
32. H -0.836
33. H 0.405
34. H 0.643
35. H 0.365
36. H 0.367
37. H 0.371
38. H 0.283
39. C -1.373
40. C 0.237
41. C -0.372
42. N 0.407
43. C -0.714
44. C -0.716
45. C -0.822
46. C -0.743
47. C -0.302
48. C -0.840
49. H 0.326
50. H 0.461
51. H 0.248
52. H 0.437
53. H -0.326
54. H -0.113
55. H 0.535
56. H 0.490
57. H 0.444
58. H 0.392
59. H 0.338
60. H 0.340
61. H 0.415
62. H 0.424
63. H 0.336
64. H 0.484
65. H 0.086
66. H 0.016
67. H 0.631
68. H 0.340
69. C -1.726
70. C 1.072
71. C -0.610
72. N 0.184
73. C -0.690
74. C -0.994
75. C -0.978
76. C 1.727
77. C -1.474
78. C -0.936
79. H 0.338
80. H 0.431
81. H 0.423
82. H 0.003
83. H -0.548
84. H 0.324
85. H 0.567
86. H 0.510
87. H 0.460
88. H 0.290
89. H 0.585
90. H 0.446
91. H 0.485
92. H -1.047
93. H 0.051
94. H 0.544
95. H 0.390
96. H 0.397
97. H 0.356
98. H 0.357
99. C -1.533

2.
Molecular formula: C47H109N5O10
Method: DFT, ωB97M-V with the def2-TZVPD basis set

Summary:
**HOMO level (spin up / spin down)**: -9.690 / -9.690 eV
**⟨S²⟩**: 0.755
**Net charge**: +1
**Spin multiplicity**: 2
**Electronic energy**: -2881.70318 a.u.

Cartesian coordinates (Å):
C (1.0176, 0.0257, 1.6860)
C (1.0039, 1.4472, 2.2910)
O (1.4471, 2.3038, 1.2306)
H (1.9904, -0.2055, 1.2520)
H (0.2878, 0.0962, 0.8794)
H (0.7874, -0.7703, 2.3942)
H (1.7132, 1.5692, 3.1096)
H (0.0036, 1.7406, 2.6095)
H (0.7236, 2.8500, 0.9145)
C (-2.6537, -0.0859, -1.9957)
C (-2.1083, -0.7342, -3.2646)
C (-1.5074, 0.3088, -4.2324)
C (0.0643, 0.6408, -4.2070)
C (0.9404, -0.6642, -3.9708)
C (0.4057, -1.5728, -2.7961)
N (-1.0593, -1.8031, -2.9781)
O (-1.4576, -2.8413, -2.1124)
C (1.1696, -2.9367, -3.0794)
C (0.7165, -0.9628, -1.4939)
C (-3.2628, -1.4535, -4.0378)
H (-2.0699, 0.6673, -1.4665)
H (-3.0659, -0.8067, -1.2895)
H (-3.5752, 0.4351, -2.2554)
H (-1.7099, 0.1257, -5.2876)
H (-1.8806, 1.2922, -3.9465)
H (0.2358, 1.2216, -3.3007)
H (0.2126, 1.1833, -5.1407)
H (2.0102, -0.4575, -3.9421)
H (0.8744, -1.1341, -4.9521)
H (0.9995, -3.2905, -4.0963)
H (2.2436, -2.8019, -2.9509)
H (0.8858, -3.7897, -2.4630)
H (0.5571, -1.6791, -0.6879)
H (1.7406, -0.6046, -1.3892)
H (0.1485, -0.0494, -1.3172)
H (-2.8273, -2.1147, -4.7870)
H (-3.8893, -0.6891, -4.4975)
H (-3.8149, -2.2287, -3.5063)
H (-1.5551, -2.3653, -1.2844)
C (4.1629, -1.4523, 2.9784)
C (4.2157, -2.8857, 2.4301)
C (2.9176, -3.1727, 1.6254)
C (2.8574, -4.3619, 0.6705)
C (4.0236, -4.0404, -0.3413)
C (5.3609, -3.9811, 0.3986)
N (5.4429, -2.9841, 1.5436)
O (6.6874, -2.8682, 2.1931)
C (5.8603, -5.3974, 0.7473)
C (6.3422, -3.3827, -0.6960)
C (4.5401, -3.8925, 3.6054)
H (3.1774, -1.1403, 3.3243)
H (4.2437, -0.7798, 2.1244)
H (4.9209, -1.1838, 3.7143)
H (2.0653, -3.3438, 2.2829)
H (2.6810, -2.2462, 1.1021)
H (1.8918, -4.4183, 0.1680)
H (3.0473, -5.2488, 1.2750)
H (3.7912, -3.0341, -0.6899)
H (3.9491, -4.7630, -1.1540)
H (6.7887, -5.2876, 1.3077)
H (5.1803, -5.8121, 1.4915)
H (5.8991, -6.0726, -0.1075)
H (6.1861, -3.7689, -1.7033)
H (6.3200, -2.2983, -0.8041)
H (7.3480, -3.6623, -0.3825)
H (3.7512, -3.7662, 4.3469)
H (5.3360, -3.5326, 4.2575)
H (4.7530, -4.9495, 3.4455)
H (6.9363, -3.7272, 2.5420)
C (-4.9703, 1.0230, 2.9104)
C (-4.6162, 2.0296, 1.8181)
C (-5.3531, 1.6104, 0.4887)
C (-5.6002, 2.6732, -0.5853)
C (-6.3698, 3.7861, 0.1281)
C (-5.6063, 4.3275, 1.3209)
N (-5.2364, 3.2595, 2.2586)
O (-4.6665, 3.6825, 3.4801)
C (-4.4356, 5.1331, 0.7656)
C (-6.5411, 5.3658, 2.0305)
C (-3.1505, 2.0849, 1.6090)
H (-5.9710, 1.1850, 3.3111)
H (-4.3720, 1.1368, 3.8144)
H (-4.8676, -0.0138, 2.5903)
H (-4.7098, 0.8940, -0.0223)
H (-6.1784, 0.9674, 0.7946)
H (-6.0842, 2.2045, -1.4422)
H (-4.5941, 2.9537, -0.8970)
H (-7.3818, 3.4634, 0.3727)
H (-6.4490, 4.6184, -0.5712)
H (-3.6859, 4.5108, 0.2768)
H (-4.6012, 6.1192, 0.3318)
H (-3.7685, 5.3612, 1.5969)
H (-6.0760, 5.7417, 2.9418)
H (-6.6630, 6.2407, 1.3919)
H (-7.4262, 4.8664, 2.4244)
H (-3.0017, 2.5408, 0.6302)
H (-2.7534, 1.0745, 1.7055)
H (-2.6529, 2.6923, 2.3651)
H (-5.3381, 3.4935, 4.1395)
C (3.2045, 5.4614, -4.9875)
C (3.5670, 5.5328, -3.4033)
C (2.2045, 5.3593, -2.7005)
C (1.6308, 3.9197, -2.6687)
C (2.6833, 2.9361, -2.1446)
C (4.1129, 3.0914, -2.6933)
N (4.4810, 4.5018, -2.9993)
O (5.7432, 4.5727, -3.5453)
C (4.9603, 2.5773, -1.4948)
C (4.3423, 2.2854, -4.0069)
C (4.2424, 6.9765, -3.1293)
H (4.0781, 5.4071, -5.6371)
H (2.6357, 4.5569, -5.2030)
H (2.6478, 6.3191, -5.3649)
H (2.2692, 5.7379, -1.6804)
H (1.4839, 5.9397, -3.2766)
H (0.8637, 3.8917, -1.8949)
H (1.3437, 3.5364, -3.6478)
H (2.2219, 1.9512, -2.2167)
H (2.6961, 3.0366, -1.0593)
H (4.7530, 3.1007, -0.5614)
H (6.0082, 2.7086, -1.7644)
H (4.9275, 1.5089, -1.2814)
H (3.5537, 2.3337, -4.7578)
H (4.3009, 1.2514, -3.6644)
H (5.3431, 2.3231, -4.4370)
H (3.7447, 7.4246, -2.2692)
H (5.3226, 7.0602, -3.0097)
H (4.0387, 7.5624, -4.0256)
H (6.1383, 4.8076, -2.7025)
C (-1.0878, -3.5535, 1.5029)
C (-2.3620, -3.9135, 2.3064)
C (-3.5292, -2.9077, 2.0651)
C (-4.3931, -3.1240, 0.7957)
C (-4.8457, -4.6023, 0.7508)
C (-3.6660, -5.6270, 0.9503)
N (-2.8858, -5.2958, 2.1784)
O (-1.9585, -6.3068, 2.5302)
C (-4.3692, -6.9663, 1.3543)
C (-2.8828, -5.8563, -0.3292)
C (-1.9355, -3.7391, 3.7761)
H (-1.3070, -3.0132, 0.5819)
H (-0.4035, -4.3625, 1.2474)
H (-0.5056, -2.7687, 1.9859)
H (-4.2559, -2.9285, 2.8773)
H (-3.0762, -1.9181, 2.1250)
H (-3.8431, -2.9959, -0.1366)
H (-5.1277, -2.3210, 0.8567)
H (-5.2946, -4.8316, -0.2157)
H (-5.6148, -4.7786, 1.5028)
H (-5.2099, -7.2249, 0.7104)
H (-3.6303, -7.7546, 1.2107)
H (-4.8307, -7.0818, 2.3350)
H (-3.5556, -6.1362, -1.1398)
H (-2.3242, -4.9481, -0.5553)
H (-2.0766, -6.5743, -0.1792)
H (-2.6886, -3.9718, 4.5290)
H (-1.6499, -2.7029, 3.9576)
H (-1.0901, -4.3868, 4.0084)
H (-2.2632, -6.5074, 3.4182)
O (-0.4433, 4.3672, 1.5510)
H (0.2927, 4.9670, 1.4294)
H (-1.1597, 4.9248, 1.8546)
O (3.8163, 4.0881, 1.9890)
H (4.5109, 3.4301, 1.9614)
H (3.0567, 3.6515, 1.6036)
O (1.3108, 5.0587, 3.7503)
H (0.7875, 4.5899, 3.1002)
H (1.2271, 4.5361, 4.5478)
O (-1.5023, 1.2206, 5.3667)
H (-0.9761, 1.4694, 6.1266)
H (-1.0995, 1.6855, 4.6332)

These are the Mulliken partial charges, in e, on atoms 1 to 99:
1. C -0.027
2. C -0.055
3. O 0.413
4. H -0.241
5. H -0.228
6. H 0.466
7. H 0.348
8. H -0.375
9. H -0.070
10. C -2.180
11. C 2.865
12. C -1.639
13. C 0.276
14. C -1.614
15. C 1.717
16. N -0.292
17. O -0.150
18. C -2.019
19. C -0.930
20. C -2.334
21. H 0.413
22. H 0.006
23. H 0.753
24. H 0.443
25. H 0.384
26. H -0.567
27. H 0.672
28. H 0.476
29. H 0.501
30. H 0.481
31. H 0.373
32. H 0.220
33. H -0.091
34. H 0.638
35. H 0.199
36. H 0.556
37. H 0.422
38. H 0.257
39. H -0.253
40. C -1.861
41. C 2.152
42. C -0.252
43. C -0.843
44. C -1.414
45. C 1.603
46. N 0.051
47. O -0.438
48. C -1.664
49. C -1.861
50. C -2.037
51. H 0.281
52. H 0.375
53. H 0.440
54. H 0.489
55. H -0.409
56. H 0.192
57. H 0.509
58. H 0.190
59. H 0.667
60. H 0.392
61. H 0.312
62. H 0.418
63. H 0.382
64. H 0.311
65. H 0.413
66. H 0.493
67. H 0.531
68. H 0.238
69. H 0.353
70. C -2.256
71. C 2.313
72. C -0.770
73. C -0.723
74. C -1.359
75. C 1.398
76. N 0.355
77. O -0.492
78. C -1.693
79. C -1.954
80. C -1.365
81. H 0.522
82. H 0.434
83. H 0.225
84. H -0.192
85. H 0.493
86. H 0.522
87. H 0.315
88. H 0.396
89. H 0.465
90. H 0.362
91. H 0.401
92. H 0.311
93. H 0.418
94. H 0.413
95. H 0.422
96. H 0.158
97. H 0.237
98. H 0.296
99. H 0.358

> The highest net charge belongs to which entry?

C47H105BF4N5O